C41H60BaN4O7P2S | ωB97M-V with the def2-TZVPD basis set

The relative energy (zero: lowest compared OMol25 entry of this formula, charge and spin) comes out at 0.00 kJ/mol. The value obtained for the electronic energy is -3450.54659 Eh. Its HOMO energy is -0.2602 Eh.

Atoms and positions in Å:
Ba (0.392, -0.036, 0.406)
C (-2.291, -3.063, 3.315)
C (-3.080, -3.263, 2.018)
C (-4.526, -3.617, 2.374)
P (-2.768, -1.823, 0.844)
C (-4.386, -0.907, 0.864)
C (-4.599, -0.214, 2.210)
C (-4.449, 0.104, -0.278)
C (-2.785, -2.589, -0.807)
C (-3.728, -3.559, -1.153)
C (-3.859, -4.068, -2.434)
C (-4.877, -5.124, -2.771)
C (-3.008, -3.540, -3.406)
C (-2.060, -2.587, -3.105)
C (-1.889, -2.092, -1.789)
N (-0.927, -1.181, -1.454)
C (-0.159, -0.637, -2.507)
C (0.958, -1.310, -3.037)
C (1.333, -2.670, -2.516)
C (1.688, -0.723, -4.062)
C (1.372, 0.532, -4.571)
C (2.168, 1.138, -5.693)
C (0.291, 1.202, -4.016)
C (-0.478, 0.640, -3.001)
C (-1.684, 1.369, -2.472)
H (-2.358, -3.949, 3.950)
H (-2.691, -2.225, 3.894)
H (-1.235, -2.864, 3.120)
H (-2.642, -4.111, 1.485)
H (-4.990, -2.839, 2.980)
H (-4.537, -4.536, 2.966)
H (-5.163, -3.780, 1.509)
H (-5.179, -1.644, 0.708)
H (-3.872, 0.590, 2.357)
H (-4.516, -0.899, 3.055)
H (-5.591, 0.241, 2.253)
H (-3.673, 0.867, -0.176)
H (-5.414, 0.617, -0.272)
H (-4.323, -0.380, -1.247)
H (-4.403, -3.932, -0.395)
H (-5.498, -5.359, -1.906)
H (-4.401, -6.052, -3.097)
H (-5.539, -4.799, -3.577)
H (-3.093, -3.888, -4.431)
H (-1.425, -2.202, -3.893)
H (0.495, -3.366, -2.594)
H (1.610, -2.634, -1.459)
H (2.175, -3.077, -3.076)
H (2.529, -1.265, -4.483)
H (3.227, 0.901, -5.592)
H (2.070, 2.222, -5.699)
H (1.829, 0.759, -6.660)
H (0.031, 2.187, -4.390)
H (-1.832, 2.310, -3.001)
H (-1.601, 1.606, -1.404)
H (-2.582, 0.759, -2.575)
N (4.996, 4.987, 5.092)
C (4.376, 4.272, 4.442)
C (3.617, 3.335, 3.654)
C (3.645, 1.980, 3.991)
C (2.923, 1.105, 3.209)
N (2.202, 1.484, 2.149)
C (2.170, 2.783, 1.856)
C (2.858, 3.753, 2.575)
H (4.221, 1.628, 4.834)
H (2.921, 0.044, 3.440)
H (1.563, 3.110, 1.022)
H (2.751, 4.793, 2.297)
C (4.017, -1.088, 0.439)
C (3.403, -2.132, 1.338)
O (2.008, -2.215, 1.049)
C (1.316, -3.242, 1.775)
C (0.340, -3.940, 0.856)
H (5.094, -1.038, 0.601)
H (3.616, -0.091, 0.633)
H (3.839, -1.347, -0.605)
H (3.550, -1.885, 2.398)
H (3.855, -3.113, 1.160)
H (0.809, -2.779, 2.630)
H (2.047, -3.950, 2.174)
H (-0.339, -3.232, 0.374)
H (-0.257, -4.655, 1.423)
H (0.869, -4.477, 0.069)
N (-0.837, 0.131, 3.154)
C (-0.936, 1.534, 2.966)
C (-1.455, 2.018, 1.760)
C (-1.315, 3.356, 1.423)
C (-0.663, 4.222, 2.289)
C (-0.275, 3.770, 3.542)
C (-0.414, 2.431, 3.885)
S (-0.128, 5.831, 1.703)
O (0.986, 5.451, 0.823)
O (-1.263, 6.383, 1.000)
O (0.303, 6.528, 2.898)
H (-0.549, -0.108, 4.094)
H (-1.688, -0.370, 2.920)
H (-1.997, 1.340, 1.104)
H (-1.686, 3.734, 0.477)
H (0.180, 4.477, 4.224)
H (-0.055, 2.071, 4.844)
C (4.705, 0.453, -2.779)
O (3.930, 1.634, -2.943)
P (2.815, 1.957, -1.802)
O (3.734, 2.472, -0.562)
C (4.639, 3.579, -0.703)
O (2.331, 3.309, -2.523)
C (1.181, 3.981, -1.978)
H (5.282, 0.319, -3.691)
H (4.065, -0.420, -2.633)
H (5.390, 0.547, -1.932)
H (5.459, 3.320, -1.372)
H (5.026, 3.796, 0.291)
H (4.119, 4.453, -1.090)
H (0.393, 3.260, -1.736)
H (0.814, 4.652, -2.751)
H (1.435, 4.555, -1.086)

Cartesian forces (eV/Å) of the 6 atoms listed first:
0.0623 -0.0083 -0.0539
0.0303 0.0025 -0.0108
0.0013 -0.0104 0.0023
0.0269 -0.0021 0.0101
-0.0183 -0.0271 0.0221
0.0130 -0.0149 0.0291